12
Properties=species:S:1:pos:R:3:lowdin_charge:R:1 method="wB97M-V/def2-TZVPD" gap_ev="4.15 / 7.31" de_lowest_ev=0.389 spin_multiplicity=2 total_charge=-1 homo_energy_ev="0.37 / -2.91"
C 0.541 -0.030 0.529 -0.352
C -0.511 0.276 -0.508 -0.286
C -1.879 -0.211 0.008 -0.491
O -1.955 -1.260 0.758 -0.266
N 1.870 0.415 0.103 -0.051
H 0.255 0.379 1.503 0.102
H 0.513 -1.114 0.662 0.089
H -0.630 1.359 -0.585 0.077
H -0.212 -0.164 -1.480 0.079
H -2.728 0.093 -0.639 0.029
H 2.069 0.296 -0.883 0.035
H 2.666 -0.037 0.533 0.033